1.
{
  "formula": "C5H9NO",
  "method": "ωB97M-V/def2-TZVPD",
  "homo_energy_ev": -9.5,
  "e_above_lowest_kj_mol": 231.19,
  "max_force_ha_per_bohr": 0.0206,
  "smiles": "C[C@@H]1C(=O)N[C@@H]1C",
  "lumo_ev": 0.797,
  "species": ["C", "C", "C", "O", "N", "C", "C", "H", "H", "H", "H", "H", "H", "H", "H", "H"],
  "positions_angstrom": [[-1.642, -0.058, -1.370], [-0.862, -0.001, -0.019], [-0.250, 1.328, 0.250], [-0.264, 2.359, -0.373], [0.628, 0.957, 1.301], [0.642, -0.435, 0.949], [1.782, -0.880, 0.064], [-1.211, 0.600, -2.132], [-2.662, 0.346, -1.215], [-1.783, -1.049, -1.804], [-1.523, -0.339, 0.772], [0.381, 1.241, 2.241], [0.600, -1.068, 1.859], [1.866, -0.192, -0.778], [1.540, -1.879, -0.309], [2.758, -0.930, 0.565]],
  "mulliken_charge": [-1.218, 0.115, 0.194, -0.569, -0.323, 0.168, -1.242, 0.298, 0.316, 0.346, 0.270, 0.284, 0.410, 0.283, 0.294, 0.373]
}

***

2.
{
  "formula": "C5H9NO",
  "method": "ωB97M-V/def2-TZVPD",
  "homo_energy_ev": -9.8,
  "e_above_lowest_kj_mol": 242.99,
  "max_force_ha_per_bohr": 0.0599,
  "smiles": "C=NCCCC=O",
  "lumo_ev": 1.017,
  "species": ["C", "N", "C", "C", "C", "C", "O", "H", "H", "H", "H", "H", "H", "H", "H", "H"],
  "positions_angstrom": [[2.150, 1.573, 0.384], [1.262, 0.834, 0.894], [0.976, -0.401, 0.083], [-0.297, -1.066, 0.573], [-1.565, -0.249, 0.193], [-1.974, -0.168, -1.249], [-2.358, 0.738, -1.928], [2.605, 1.535, -0.606], [2.690, 2.206, 1.098], [0.848, -0.048, -0.939], [1.890, -0.986, 0.167], [-0.315, -1.077, 1.659], [-0.360, -2.055, 0.109], [-1.395, 0.837, 0.403], [-2.362, -0.498, 0.913], [-1.797, -1.174, -1.751]],
  "mulliken_charge": [-0.296, -0.407, -0.563, -0.698, -0.570, 0.041, -0.463, 0.278, 0.252, 0.351, 0.436, 0.345, 0.352, 0.279, 0.395, 0.268]
}

***

3.
{
  "formula": "C5H9NO",
  "method": "ωB97M-V/def2-TZVPD",
  "homo_energy_ev": -10.1,
  "e_above_lowest_kj_mol": 291.07,
  "max_force_ha_per_bohr": 0.0198,
  "smiles": "C=CC#N.[H][H].CC=O",
  "lumo_ev": 0.452,
  "species": ["C", "C", "C", "N", "H", "H", "H", "H", "H", "C", "C", "O", "H", "H", "H", "H"],
  "positions_angstrom": [[-0.183, -1.781, -2.360], [-0.307, -1.434, -1.075], [0.806, -1.522, -0.156], [1.677, -1.570, 0.606], [-1.039, -1.694, -3.026], [0.758, -2.146, -2.766], [-1.235, -1.045, -0.657], [-0.797, 1.773, -1.210], [-0.553, 1.964, -1.886], [0.664, 1.386, 1.832], [-0.635, 0.643, 1.700], [-1.433, 0.794, 0.801], [1.483, 0.659, 1.895], [0.658, 1.966, 2.762], [0.812, 2.049, 0.975], [-0.838, -0.108, 2.494]],
  "mulliken_charge": [-0.738, -0.013, 0.295, -0.431, 0.269, 0.279, 0.352, -0.237, 0.220, -0.882, 0.099, -0.451, 0.314, 0.334, 0.234, 0.355]
}

***

4.
{
  "formula": "C5H9NO",
  "method": "ωB97M-V/def2-TZVPD",
  "homo_energy_ev": -10.5,
  "e_above_lowest_kj_mol": 153.57,
  "max_force_ha_per_bohr": 0.0217,
  "smiles": "CC(C)C=O.C#N",
  "lumo_ev": 0.606,
  "species": ["C", "C", "C", "C", "O", "H", "H", "H", "H", "H", "H", "H", "H", "C", "N", "H"],
  "positions_angstrom": [[-1.106, -0.514, 0.218], [-0.592, 0.846, -0.238], [-0.277, 0.884, -1.740], [0.623, 1.298, 0.536], [1.143, 0.699, 1.451], [-0.381, -1.303, -0.010], [-2.038, -0.761, -0.299], [-1.295, -0.530, 1.295], [-1.355, 1.616, -0.039], [-1.179, 0.669, -2.321], [0.096, 1.866, -2.053], [0.476, 0.132, -1.999], [1.048, 2.272, 0.211], [1.583, -2.278, 1.637], [1.731, -3.376, 1.313], [1.432, -1.239, 1.887]],
  "mulliken_charge": [-1.407, 0.811, -1.388, -0.147, -0.528, 0.262, 0.408, 0.339, 0.200, 0.350, 0.379, 0.356, 0.323, 0.128, -0.385, 0.299]
}